{"formula": "C43H73CaO4P2SSi", "method": "ωB97M-V with the def2-TZVPD basis set", "e_above_lowest_kcal_mol": 0.00, "max_force_ha_per_bohr": 0.062, "e_homo_ev": -2.493, "total_charge": -1, "total_energy_ha": -4031.11250, "lumo_energy_ev": 2.42, "symbols": ["Ca", "C", "Si", "C", "C", "C", "C", "C", "C", "P", "C", "C", "C", "C", "C", "C", "C", "C", "C", "C", "C", "C", "C", "C", "C", "C", "C", "C", "P", "C", "C", "C", "C", "C", "C", "C", "C", "C", "C", "C", "C", "H", "H", "H", "H", "H", "H", "H", "H", "H", "H", "H", "H", "H", "H", "H", "H", "H", "H", "H", "H", "H", "H", "H", "H", "H", "H", "H", "H", "H", "H", "H", "H", "H", "H", "H", "H", "H", "H", "H", "H", "H", "H", "H", "H", "H", "H", "H", "H", "H", "H", "H", "H", "H", "H", "H", "O", "H", "H", "O", "H", "H", "O", "C", "C", "C", "S", "O", "C", "C", "C", "H", "H", "H", "H", "H", "H", "H", "H", "H", "H", "H", "H", "H", "H"], "xyz": [[0.96162, 0.83778, -0.72559], [4.85885, 0.05219, -0.73547], [3.16342, -0.14547, 0.12925], [3.19138, 0.60301, 1.93976], [4.47456, 0.80528, 2.46576], [4.71085, 1.47476, 3.66282], [3.64420, 1.97411, 4.38229], [2.35308, 1.76421, 3.90881], [2.08672, 1.07168, 2.73024], [0.33689, 0.70799, 2.22815], [-0.37157, -0.62389, 3.38782], [0.14042, -1.99154, 2.91776], [-0.60851, -3.16855, 3.57078], [-1.08250, -2.87458, 5.00221], [-0.17761, -1.85093, 5.66763], [-0.19255, -0.50492, 4.91929], [-0.80216, 2.17037, 2.60393], [-2.06170, 2.13259, 1.73304], [-3.15214, 3.07643, 2.22900], [-3.67535, 2.68307, 3.61770], [-2.61564, 1.95641, 4.45301], [-1.20491, 2.41472, 4.09163], [2.59442, -2.03256, 0.09507], [3.16503, -2.86595, 1.06765], [2.87945, -4.21956, 1.16918], [1.99445, -4.79626, 0.27546], [1.41309, -4.00938, -0.70564], [1.68084, -2.64005, -0.83755], [0.84172, -1.68500, -2.21933], [1.17273, -2.50187, -3.85657], [0.44522, -3.80615, -4.21833], [1.11219, -4.50306, -5.40265], [2.54928, -4.93240, -5.06313], [3.22560, -4.00910, -4.03502], [2.69396, -2.58330, -4.11071], [-1.01119, -1.68325, -1.94314], [-1.66540, -3.04168, -1.61843], [-3.16707, -2.90677, -1.34059], [-3.89400, -2.21327, -2.48413], [-3.26674, -0.85722, -2.78539], [-1.77181, -0.97360, -3.07253], [5.67670, -0.54327, -0.29820], [5.16545, 1.09868, -0.70455], [4.76500, -0.24854, -1.78032], [5.33907, 0.45340, 1.91046], [5.72651, 1.61555, 4.01718], [3.80515, 2.51246, 5.30952], [1.53358, 2.15715, 4.49866], [-1.45250, -0.60476, 3.17929], [1.20954, -2.06874, 3.13544], [0.04201, -2.09180, 1.83320], [0.04665, -4.04457, 3.57244], [-1.47290, -3.43853, 2.95524], [-1.10575, -3.80088, 5.58226], [-2.10924, -2.49339, 4.98616], [0.84363, -2.24555, 5.70030], [-0.48057, -1.69075, 6.70611], [0.73050, 0.02064, 5.17645], [-1.00696, 0.09176, 5.32805], [-0.22038, 3.02989, 2.27993], [-2.50348, 1.12155, 1.69793], [-1.76462, 2.39308, 0.71512], [-3.98690, 3.09107, 1.52299], [-2.74691, 4.09342, 2.25582], [-4.55450, 2.03871, 3.51725], [-4.01879, 3.58000, 4.14263], [-2.70245, 0.87672, 4.29914], [-2.81110, 2.12790, 5.51602], [-0.49119, 1.97037, 4.77973], [-1.15973, 3.49482, 4.28554], [3.85734, -2.43821, 1.78614], [3.34368, -4.81822, 1.94535], [1.75258, -5.85080, 0.34073], [0.71391, -4.49158, -1.37674], [0.79572, -1.75839, -4.57325], [-0.59359, -3.58268, -4.46806], [0.41769, -4.50967, -3.38374], [1.11646, -3.82533, -6.26284], [0.53107, -5.37806, -5.70309], [3.14165, -4.96201, -5.98182], [2.54416, -5.95399, -4.67411], [4.30516, -4.01008, -4.19752], [3.06912, -4.40121, -3.02649], [2.90748, -2.19711, -5.11383], [3.25083, -1.94017, -3.42463], [-1.12559, -1.04211, -1.01968], [-1.20334, -3.47889, -0.72743], [-1.52861, -3.76218, -2.43143], [-3.31945, -2.33560, -0.41521], [-3.59789, -3.89819, -1.17165], [-4.95194, -2.08918, -2.23389], [-3.84966, -2.84400, -3.38005], [-3.42329, -0.18203, -1.93551], [-3.76574, -0.40217, -3.64419], [-1.37816, 0.03153, -3.22897], [-1.64824, -1.51327, -4.02514], [-1.09121, -0.20721, 0.13309], [-1.96642, 0.19749, 0.21821], [-1.19178, -1.10704, 0.47201], [0.84117, 0.84393, -3.16378], [0.97521, 1.60604, -3.74274], [0.64772, 0.12017, -3.76356], [0.32119, 2.43431, 0.22281], [-4.21233, 5.78670, -1.81445], [-3.24936, 4.64641, -1.48685], [-2.15121, 4.51466, -2.53850], [-0.99958, 3.11496, -2.14092], [-1.24036, 2.33353, -3.42095], [0.45735, 4.20679, -2.10704], [0.50614, 5.03441, -0.84061], [1.75312, 5.91700, -0.81895], [-4.98849, 5.86357, -1.05069], [-4.69868, 5.61763, -2.77758], [-3.68079, 6.73962, -1.85559], [-3.80970, 3.70873, -1.43197], [-2.79455, 4.82917, -0.51083], [-1.61333, 5.46545, -2.58868], [-2.57617, 4.33292, -3.52473], [0.46495, 4.83740, -3.00595], [1.34386, 3.56797, -2.16438], [0.50640, 4.33710, 0.01005], [-0.38216, 5.67526, -0.77282], [2.65319, 5.30109, -0.86514], [1.78279, 6.49716, 0.10442], [1.76666, 6.61761, -1.66061]], "forces_ev_per_a": [[-1.940, 0.752, -0.627], [0.584, -0.815, 0.887], [0.196, 0.248, -0.054], [0.175, -0.933, 0.227], [0.023, 0.263, 0.083], [0.045, 0.058, -0.117], [-0.026, 0.055, 0.027], [0.092, 0.052, 0.106], [0.032, -0.140, 0.401], [0.287, 0.301, -0.971], [0.525, -0.069, 0.486], [-0.148, -0.100, 0.186], [-0.010, -0.033, -0.035], [-0.026, -0.011, -0.054], [0.105, -0.004, -0.058], [-0.007, -0.150, 0.226], [0.154, -0.181, 1.081], [-0.386, -0.149, -0.264], [0.069, -0.004, 0.129], [-0.131, 0.059, 0.025], [0.009, -0.080, -0.039], [0.022, 0.209, 0.001], [0.339, 0.072, -0.296], [-0.187, -0.181, 0.020], [0.007, 0.045, 0.067], [0.003, -0.064, 0.024], [-0.073, -0.050, 0.028], [-0.036, -0.244, 0.137], [0.281, -0.353, 0.915], [-0.063, -0.175, 0.038], [0.031, -0.245, -0.122], [0.113, 0.049, 0.017], [0.044, -0.021, -0.051], [-0.088, -0.133, 0.105], [0.218, -0.057, -0.194], [-0.087, -1.374, -0.121], [-0.139, 0.043, 0.096], [0.070, -0.061, -0.076], [-0.096, 0.104, 0.104], [0.007, -0.131, -0.011], [0.343, -0.003, -0.267], [0.103, 0.072, -0.125], [-0.127, 0.040, -0.003], [-0.132, 0.019, 0.003], [-0.042, -0.058, -0.024], [0.004, -0.029, -0.001], [-0.016, 0.003, 0.000], [-0.049, -0.025, -0.065], [0.026, 0.157, -0.118], [0.021, 0.058, -0.070], [0.232, 0.071, -0.029], [0.005, 0.001, -0.018], [0.006, -0.003, -0.008], [-0.056, 0.008, 0.012], [0.019, 0.054, 0.005], [-0.010, -0.030, -0.027], [0.043, -0.013, 0.015], [0.020, 0.044, -0.169], [-0.018, -0.016, 0.009], [0.109, -0.146, -0.307], [-0.027, 0.017, 0.282], [0.288, -0.039, 0.032], [0.051, 0.060, -0.076], [0.024, -0.007, -0.001], [-0.004, 0.010, -0.027], [0.020, -0.012, 0.034], [-0.002, 0.009, -0.050], [0.050, -0.052, 0.017], [0.029, 0.042, -0.003], [0.008, 0.004, -0.035], [-0.003, 0.079, -0.037], [0.011, 0.000, -0.007], [-0.008, 0.002, -0.016], [0.012, 0.073, -0.054], [-0.098, 0.030, 0.086], [-0.021, 0.013, 0.088], [0.070, 0.068, 0.053], [0.008, 0.034, 0.028], [-0.037, 0.033, -0.028], [-0.005, 0.008, -0.004], [-0.013, 0.000, 0.002], [0.007, 0.016, 0.042], [-0.041, 0.058, 0.019], [-0.009, 0.007, 0.005], [-0.108, 0.014, 0.083], [0.237, -1.317, -2.918], [0.105, -0.008, -0.071], [-0.009, 0.015, 0.003], [-0.017, 0.019, -0.019], [0.000, 0.014, 0.079], [-0.011, -0.036, -0.049], [0.036, 0.001, 0.000], [0.001, -0.007, -0.002], [0.028, 0.095, 0.032], [-0.048, 0.048, 0.017], [-0.020, -0.045, 0.041], [-1.378, 0.622, 1.524], [0.182, 0.334, 0.092], [0.116, 0.248, 0.705], [1.126, 0.862, -0.786], [-0.460, 0.175, 0.102], [0.044, 0.016, 0.104], [0.327, 0.828, 0.001], [0.042, -0.164, 0.115], [-0.079, 0.129, -0.251], [-0.189, 0.713, 0.914], [-2.053, 0.958, -0.410], [0.883, 0.211, -0.174], [0.570, -0.380, -0.829], [-0.020, 0.409, 0.247], [-0.192, -0.043, -0.120], [-0.029, 0.055, -0.031], [0.003, 0.060, -0.017], [-0.031, 0.023, -0.041], [0.065, -0.037, 0.134], [-0.014, -0.150, 0.049], [0.093, -0.058, 0.008], [0.171, -0.413, -0.013], [-0.195, -0.071, -0.062], [-0.047, -0.080, 0.208], [-0.071, -0.278, -0.163], [-0.010, -0.012, -0.027], [0.024, 0.019, 0.028], [0.061, 0.009, 0.003], [0.088, 0.012, 0.003]]}